(1)
DFT (ωB97M-V/def2-TZVPD) results for 7 unconnected molecules or ions with the total composition C43H45BrN9O12.

The calculation puts the HOMO energy at -11.2256 eV. The calculation puts the HOMO-LUMO gap at 0.2860 Eh. The calculation puts the LUMO energy at -3.4 eV.

ORCA input file:
```
! wB97M-V def2-TZVPD RIJCOSX def2/J DEFGRID3
* xyz 1 1
C 4.537 -0.709 2.586
C 3.812 0.436 1.932
Br 4.847 2.058 2.224
C 2.408 0.590 2.423
C 1.587 -0.658 2.085
C 0.935 -1.227 3.294
N -0.101 -2.244 2.947
C -0.095 -2.490 1.616
N 0.236 -3.668 1.213
N -0.390 -1.524 0.801
C 0.510 -0.335 1.047
H 4.322 -1.606 2.044
H 5.585 -0.573 2.525
H 4.222 -0.828 3.602
H 3.780 0.260 0.883
H 2.358 0.843 3.463
H 1.973 1.412 1.892
H 2.262 -1.348 1.612
H 1.628 -1.622 4.001
H 0.427 -0.427 3.788
H -1.010 -1.903 3.223
H 0.402 -3.868 0.238
H 0.419 -4.413 1.868
H -0.230 -1.857 -0.146
H -0.055 0.488 1.425
H 1.012 -0.083 0.147
C -3.915 2.758 -2.021
C -3.050 1.739 -1.649
C -2.755 1.537 -0.315
C -3.335 2.363 0.630
C -4.197 3.383 0.280
C -4.485 3.579 -1.058
N -3.039 2.144 2.052
O -2.246 1.252 2.339
O -3.600 2.836 2.872
H -4.145 2.914 -3.065
H -2.602 1.102 -2.398
H -2.083 0.747 -0.020
H -4.637 4.017 1.035
H -5.155 4.374 -1.350
C -2.975 -8.743 -0.137
C -3.133 -8.309 1.172
C -2.083 -7.692 1.830
C -0.890 -7.517 1.156
C -0.708 -7.947 -0.146
C -1.763 -8.565 -0.793
N 0.219 -6.842 1.841
O 0.049 -6.472 2.987
O 1.249 -6.651 1.214
H -3.798 -9.223 -0.647
H -4.074 -8.452 1.681
H -2.197 -7.355 2.849
H 0.238 -7.808 -0.647
H -1.641 -8.911 -1.809
C -0.994 -5.563 -4.109
C -0.797 -4.666 -5.148
C -0.754 -3.305 -4.895
C -0.903 -2.867 -3.597
C -1.108 -3.745 -2.549
C -1.155 -5.102 -2.809
N -0.841 -1.420 -3.322
O -0.718 -0.668 -4.258
O -0.922 -1.059 -2.152
H -1.027 -6.624 -4.313
H -0.677 -5.026 -6.159
H -0.603 -2.602 -5.700
H -1.247 -3.376 -1.543
H -1.322 -5.802 -2.001
C -3.667 -1.529 2.091
C -4.758 -0.926 2.696
C -6.039 -1.223 2.260
C -6.198 -2.123 1.227
C -5.125 -2.728 0.609
C -3.848 -2.425 1.048
N -7.562 -2.459 0.770
O -8.488 -1.897 1.316
O -7.663 -3.280 -0.123
H -2.671 -1.294 2.431
H -4.612 -0.224 3.505
H -6.897 -0.759 2.722
H -5.280 -3.425 -0.201
H -2.994 -2.890 0.573
C 3.777 6.546 2.240
C 3.260 5.263 2.135
C 2.212 5.009 1.276
C 1.697 6.046 0.528
C 2.189 7.333 0.621
C 3.239 7.580 1.487
N 0.601 5.757 -0.400
O 0.191 4.609 -0.436
O 0.170 6.665 -1.080
H 4.605 6.741 2.907
H 3.673 4.448 2.710
H 1.806 4.014 1.185
H 1.768 8.129 0.027
H 3.643 8.577 1.569
C 5.781 6.596 -5.019
C 5.460 7.776 -4.365
C 5.480 7.831 -2.982
C 5.826 6.696 -2.277
C 6.143 5.510 -2.907
C 6.119 5.464 -4.290
N 5.867 6.756 -0.806
O 5.561 7.807 -0.275
O 6.198 5.749 -0.206
H 5.770 6.558 -6.099
H 5.197 8.657 -4.932
H 5.232 8.745 -2.465
H 6.408 4.637 -2.332
H 6.368 4.545 -4.800
*
```

These are the Löwdin partial charges, in e, on atoms 1 to 99:
1. C -0.135
2. C -0.749
3. Br 0.799
4. C -0.208
5. C -0.301
6. C -0.098
7. N 0.106
8. C -0.475
9. N 0.309
10. N 0.163
11. C -0.054
12. H 0.074
13. H 0.055
14. H 0.085
15. H 0.088
16. H 0.124
17. H 0.100
18. H 0.129
19. H 0.125
20. H 0.132
21. H 0.121
22. H 0.137
23. H 0.107
24. H 0.106
25. H 0.103
26. H 0.134
27. C -0.051
28. C -0.054
29. C -0.002
30. C -0.145
31. C 0.006
32. C -0.050
33. N -0.330
34. O 0.015
35. O 0.101
36. H 0.112
37. H 0.093
38. H 0.092
39. H 0.123
40. H 0.114
41. C -0.050
42. C -0.048
43. C 0.005
44. C -0.155
45. C -0.020
46. C -0.066
47. N -0.359
48. O 0.079
49. O 0.062
50. H 0.115
51. H 0.116
52. H 0.124
53. H 0.121
54. H 0.112
55. C -0.050
56. C -0.042
57. C 0.013
58. C -0.141
59. C -0.018
60. C -0.056
61. N -0.327
62. O 0.121
63. O 0.029
64. H 0.113
65. H 0.118
66. H 0.127
67. H 0.086
68. H 0.091
69. C -0.086
70. C -0.051
71. C 0.014
72. C -0.139
73. C -0.001
74. C -0.067
75. N -0.347
76. O 0.093
77. O 0.079
78. H 0.062
79. H 0.115
80. H 0.126
81. H 0.119
82. H 0.085
83. C -0.059
84. C -0.091
85. C -0.014
86. C -0.154
87. C 0.002
88. C -0.075
89. N -0.352
90. O 0.051
91. O 0.085
92. H 0.116
93. H 0.029
94. H 0.102
95. H 0.122
96. H 0.111
97. C -0.067
98. C -0.060
99. C -0.001

***

(2)
DFT (ωB97M-V/def2-TZVPD) results for a molecular structure, C43H45I2NO5P2SSiV.

The calculation puts the HOMO energy (spin up / spin down) at -8.8459 / -8.8561 eV. The expectation value of S² is 2.0105. The calculation puts the HOMO-LUMO gap (spin up / spin down) at 0.2266 / 0.2347 Eh. The calculation puts the LUMO energy (spin up / spin down) at -2.7 / -2.5 eV.

ORCA input file:
```
! wB97M-V def2-TZVPD RIJCOSX def2/J DEFGRID3
* xyz 1 3
V 0.531 -0.100 0.456
O -0.199 3.259 -1.311
C 0.053 2.365 -0.525
O 0.228 1.126 -0.834
C 0.184 2.589 0.946
C 0.051 3.814 1.569
C 0.157 3.861 2.955
C 0.454 2.690 3.635
C 0.607 1.509 2.920
N 0.448 1.449 1.601
H -0.137 4.684 0.957
H 0.014 4.783 3.496
H 0.554 2.678 4.710
H 0.877 0.589 3.418
O 2.501 0.212 0.277
P 3.214 0.450 -1.008
C 3.514 -1.141 -1.898
P 2.369 -2.465 -1.294
O 1.013 -1.986 -0.913
C 2.336 -3.634 -2.680
C 3.539 -4.122 -3.187
C 3.531 -5.006 -4.249
C 2.329 -5.412 -4.811
C 1.132 -4.932 -4.304
C 1.134 -4.043 -3.240
C 3.290 -3.247 0.068
C 4.052 -2.468 0.929
C 4.773 -3.065 1.947
C 4.751 -4.443 2.095
C 3.981 -5.221 1.245
C 3.248 -4.627 0.233
C 2.513 1.595 -2.241
C 1.998 1.206 -3.473
C 1.632 2.163 -4.402
C 1.772 3.508 -4.108
C 2.256 3.901 -2.871
C 2.636 2.950 -1.944
C 4.817 1.152 -0.555
C 4.978 1.574 0.759
C 6.174 2.137 1.164
C 7.207 2.275 0.252
C 7.035 1.883 -1.066
C 5.838 1.326 -1.477
H 4.546 -1.452 -1.726
H 3.381 -1.013 -2.974
H 4.480 -3.821 -2.748
H 4.464 -5.396 -4.625
H 2.328 -6.091 -5.651
H 0.192 -5.251 -4.731
H 0.205 -3.649 -2.851
H 4.085 -1.393 0.807
H 5.364 -2.459 2.615
H 5.342 -4.911 2.866
H 3.963 -6.293 1.365
H 2.660 -5.231 -0.445
H 1.862 0.161 -3.718
H 1.250 1.855 -5.365
H 1.496 4.248 -4.842
H 2.342 4.948 -2.631
H 3.021 3.249 -0.976
H 4.157 1.459 1.456
H 6.308 2.457 2.186
H 8.152 2.691 0.563
H 7.837 2.001 -1.775
H 5.685 1.032 -2.506
I -2.127 -0.200 0.555
I -2.067 -0.021 3.793
C -3.687 0.947 -2.440
Si -2.517 -0.470 -1.975
C -0.962 -0.418 -3.055
C -3.159 -2.245 -1.800
C -4.472 -2.613 -2.066
C -4.930 -3.875 -1.730
C -4.078 -4.790 -1.137
C -2.756 -4.449 -0.901
C -2.305 -3.185 -1.220
H -3.924 0.928 -3.501
H -3.214 1.904 -2.228
H -4.614 0.907 -1.876
H -1.090 -0.997 -3.964
H -0.106 -0.825 -2.528
H -0.728 0.607 -3.330
H -5.145 -1.901 -2.519
H -5.960 -4.137 -1.911
H -4.442 -5.761 -0.842
H -2.083 -5.163 -0.449
H -1.278 -2.916 -0.997
O 0.781 -1.366 1.823
S 0.794 -2.878 1.876
C -0.861 -3.351 2.509
C -0.746 -3.715 3.984
C 0.473 -2.978 4.522
C 1.565 -3.229 3.502
H -1.220 -4.170 1.892
H -1.493 -2.478 2.367
H -0.612 -4.792 4.104
H -1.645 -3.403 4.515
H 0.762 -3.328 5.513
H 0.253 -1.912 4.584
H 1.852 -4.279 3.472
H 2.450 -2.610 3.612
*
```

These are the Löwdin partial charges, in e, on atoms 1 to 99:
1. V 0.618
2. O 0.119
3. C -0.574
4. O -0.260
5. C -0.177
6. C 0.040
7. C -0.012
8. C -0.050
9. C -0.215
10. N -0.059
11. H 0.130
12. H 0.119
13. H 0.119
14. H 0.077
15. O -0.396
16. P 0.824
17. C -0.250
18. P 0.787
19. O -0.398
20. C -0.288
21. C -0.084
22. C -0.062
23. C -0.057
24. C -0.056
25. C -0.056
26. C -0.313
27. C -0.085
28. C -0.064
29. C -0.062
30. C -0.061
31. C -0.083
32. C -0.276
33. C -0.085
34. C -0.055
35. C -0.047
36. C -0.056
37. C -0.083
38. C -0.291
39. C -0.073
40. C -0.058
41. C -0.058
42. C -0.061
43. C -0.068
44. H 0.081
45. H 0.068
46. H 0.112
47. H 0.112
48. H 0.113
49. H 0.114
50. H 0.095
51. H 0.086
52. H 0.116
53. H 0.114
54. H 0.114
55. H 0.117
56. H 0.097
57. H 0.115
58. H 0.114
59. H 0.118
60. H 0.124
61. H 0.108
62. H 0.112
63. H 0.112
64. H 0.111
65. H 0.116
66. I 0.855
67. I -0.008
68. C -0.203
69. Si 0.440
70. C -0.190
71. C -0.343
72. C -0.093
73. C -0.075
74. C -0.076
75. C -0.089
76. C -0.164
77. H 0.034
78. H 0.031
79. H 0.030
80. H 0.043
81. H -0.015
82. H 0.025
83. H 0.102
84. H 0.107
85. H 0.106
86. H 0.099
87. H 0.062
88. O -0.653
89. S 1.038
90. C -0.305
91. C -0.227
92. C -0.239
93. C -0.274
94. H 0.083
95. H -0.028
96. H 0.116
97. H 0.109
98. H 0.126
99. H 0.056

***

| no. | E_tot (eV) | strongest force on any atom (Eh/bohr) |
| --- | --- | --- |
| 1 | -153322.6427 | 0.056 |
| 2 | -136230.8016 | 0.058 |